# 1
# C3H8O3

A 2-piece molecular cluster, C3H8O3 overall in a non-equilibrium geometry (the ωB97M-V functional and the def2-TZVPD basis, the Open Molecules 2025 dataset).

Geometry (Å):
O -1.256 0.630 3.914
O -1.070 0.482 -0.061
O -0.036 2.132 -1.184
C 0.515 -1.504 -1.066
C -0.152 0.838 -0.783
C 0.824 -0.099 -1.374
H 1.819 0.262 -1.050
H -1.210 0.149 3.058
H -0.482 -1.831 -1.406
H 0.766 0.014 -2.473
H 1.272 -2.186 -1.489
H -0.830 0.024 4.563
H -0.713 2.662 -0.683
H 0.553 -1.575 0.034

Force components x, y, z for each atom (eV/Å):
0.521 -1.124 -0.159
0.967 0.519 -0.342
-0.339 0.130 0.775
0.185 -1.572 1.277
-2.254 0.346 0.579
0.725 1.349 -1.660
-0.253 -0.466 -0.258
-0.062 0.510 0.828
0.432 0.319 0.145
0.268 0.450 0.390
-0.301 0.287 0.165
-0.466 0.635 -0.737
0.766 -0.829 -0.624
-0.188 -0.555 -0.379

**SMILES string**: CCC(=O)O.O
**Electronic energy**: -9383.54700 eV
**Multiplicity**: 1
**Largest force on an atom**: 2.4 eV/A
**Molecular weight**: 92.09 g mol⁻¹
**Relative energy (zero: lowest compared OMol25 entry of this formula, charge and spin)**: 5.88 kcal/mol

---

# 2
# C3H8O3

A 2-piece molecular cluster, C3H8O3 overall in a non-equilibrium geometry (the ωB97M-V functional and the def2-TZVPD basis, the Open Molecules 2025 dataset).

Geometry (Å):
O 1.071 1.248 -0.907
O -3.131 -0.776 -1.464
O -1.076 1.162 -0.257
C 0.118 0.914 -0.112
C 1.271 -1.010 0.810
C 0.688 0.327 1.208
H 2.390 -0.957 0.600
H -2.736 -0.204 -0.865
H -0.035 0.439 1.932
H 0.829 -1.626 0.077
H -2.804 -0.605 -2.423
H 0.723 1.565 -1.814
H 1.388 1.066 1.536
H 1.305 -1.543 1.680

Force components x, y, z for each atom (eV/Å):
0.993 0.887 -3.905
-0.834 -1.895 -4.302
1.331 -0.566 -0.687
-2.856 0.662 3.498
3.039 1.075 0.497
0.398 1.078 -4.066
-1.443 0.348 -0.268
1.556 2.025 1.302
-2.072 -0.896 1.449
-0.970 -0.137 -0.960
-0.673 -0.092 3.011
0.462 -0.576 2.055
1.206 0.114 0.008
-0.138 -2.028 2.367

**SMILES string**: CCC(=O)O.O
**Electronic energy**: -9382.69296 eV
**Multiplicity**: 1
**Largest force on an atom**: 4.8 eV/A
**Molecular weight**: 92.09 g mol⁻¹
**Relative energy (zero: lowest compared OMol25 entry of this formula, charge and spin)**: 25.57 kcal/mol